{
  "formula": "C34H97N5O14",
  "method": "ωB97M-V with the def2-TZVPD basis set",
  "e_homo_ev": -8.815,
  "multiplicity": 1,
  "gap_ev": 9.4,
  "e_lumo_ev": 0.6,
  "smiles": "COC[C@H](C)N.COC[C@H](C)N.COC[C@H](C)N.COC[C@H](C)N.COC[C@H](C)N.OCCO.OCCO.CCO.CCO.CCO.CCO.CCO",
  "species": ["C", "O", "C", "C", "C", "N", "H", "H", "H", "H", "H", "H", "H", "H", "H", "H", "H", "C", "O", "C", "C", "C", "N", "H", "H", "H", "H", "H", "H", "H", "H", "H", "H", "H", "C", "O", "C", "C", "C", "N", "H", "H", "H", "H", "H", "H", "H", "H", "H", "H", "H", "C", "O", "C", "C", "C", "N", "H", "H", "H", "H", "H", "H", "H", "H", "H", "H", "H", "C", "O", "C", "C", "C", "N", "H", "H", "H", "H", "H", "H", "H", "H", "H", "H", "H", "O", "C", "C", "O", "H", "H", "H", "H", "H", "H", "O", "C", "C", "O", "H", "H", "H", "H", "H", "H", "C", "C", "O", "H", "H", "H", "H", "H", "H", "C", "C", "O", "H", "H", "H", "H", "H", "H", "C", "C", "O", "H", "H", "H", "H", "H", "H", "C", "C", "O", "H", "H", "H", "H", "H", "H", "C", "C", "O", "H", "H", "H", "H", "H", "H"],
  "coordinates": [[-3.58, 5.44, -0.86], [-4.30, 4.28, -1.34], [-3.81, 3.81, -2.64], [-4.97, 3.60, -3.58], [-6.14, 2.83, -3.05], [-4.45, 3.11, -4.88], [-2.47, 5.28, -0.92], [-3.87, 5.47, 0.18], [-3.86, 6.33, -1.48], [-3.15, 4.52, -3.08], [-3.39, 2.82, -2.47], [-5.40, 4.60, -3.81], [-5.96, 1.80, -2.98], [-7.00, 2.92, -3.72], [-6.50, 3.06, -2.11], [-4.42, 2.09, -5.03], [-4.79, 3.63, -5.67], [5.72, -1.41, -0.07], [6.59, -0.61, 0.71], [6.53, -0.92, 2.11], [7.55, -0.02, 2.81], [9.00, -0.52, 2.59], [7.36, 0.06, 4.23], [6.03, -2.50, -0.12], [5.82, -0.90, -1.05], [4.70, -1.51, 0.42], [5.53, -0.75, 2.55], [6.87, -1.95, 2.37], [7.38, 0.91, 2.30], [9.66, 0.32, 2.73], [9.21, -1.05, 1.64], [9.24, -1.21, 3.43], [6.83, 0.86, 4.49], [8.24, 0.05, 4.73], [-1.72, -0.56, 2.69], [-1.13, -1.51, 3.50], [0.17, -1.77, 3.08], [0.25, -3.11, 2.38], [-0.20, -4.31, 3.28], [1.51, -3.33, 1.67], [-2.74, -0.60, 2.86], [-1.55, -0.89, 1.61], [-1.33, 0.48, 2.71], [0.54, -1.07, 2.42], [0.91, -1.87, 3.95], [-0.49, -3.05, 1.61], [0.60, -4.92, 3.64], [-0.81, -4.95, 2.61], [-0.88, -4.07, 4.06], [2.31, -3.38, 2.26], [1.44, -4.14, 1.01], [-4.23, -3.30, 1.17], [-3.20, -4.22, 1.11], [-2.47, -4.22, -0.13], [-3.21, -4.93, -1.24], [-3.48, -6.44, -0.95], [-2.43, -4.79, -2.45], [-3.81, -2.27, 1.42], [-4.98, -3.53, 1.89], [-4.69, -3.10, 0.29], [-2.24, -3.21, -0.47], [-1.53, -4.75, 0.04], [-4.18, -4.42, -1.39], [-2.51, -6.95, -1.13], [-4.33, -6.78, -1.54], [-3.63, -6.71, 0.11], [-2.32, -5.64, -2.88], [-2.82, -4.10, -3.07], [2.95, -3.33, -1.62], [1.98, -2.67, -2.43], [0.70, -3.07, -2.08], [-0.27, -2.05, -2.57], [-0.26, -2.02, -4.12], [-0.05, -0.68, -2.05], [3.87, -2.76, -1.84], [3.02, -4.41, -1.87], [2.68, -3.15, -0.56], [0.45, -4.09, -2.41], [0.65, -3.05, -1.00], [-1.32, -2.26, -2.41], [-0.56, -3.03, -4.49], [0.74, -1.77, -4.48], [-0.89, -1.24, -4.55], [-0.22, -0.69, -1.03], [0.92, -0.49, -2.22], [5.36, 1.87, 3.07], [4.00, 1.97, 3.43], [3.17, 1.27, 2.42], [1.81, 1.50, 2.61], [5.49, 2.23, 2.16], [3.91, 1.49, 4.43], [3.70, 3.06, 3.44], [3.43, 0.24, 2.37], [3.44, 1.71, 1.47], [1.63, 1.29, 3.54], [-4.06, -2.60, -3.80], [-5.00, -1.95, -2.90], [-4.39, -0.64, -2.48], [-4.19, 0.26, -3.55], [-3.95, -1.96, -4.54], [-5.98, -1.72, -3.43], [-5.08, -2.55, -2.01], [-3.48, -0.80, -1.96], [-5.03, -0.06, -1.83], [-3.23, 0.47, -3.71], [-0.28, 3.27, 4.90], [-0.31, 1.92, 5.59], [0.60, 0.99, 5.02], [-0.18, 3.20, 3.84], [0.48, 3.89, 5.32], [-1.19, 3.87, 5.06], [-1.31, 1.54, 5.48], [-0.08, 2.14, 6.61], [0.17, 0.12, 5.12], [7.38, 2.39, -0.80], [5.94, 2.94, -0.48], [5.21, 2.20, 0.44], [7.46, 1.47, -1.42], [7.74, 2.17, 0.19], [7.97, 3.08, -1.32], [5.39, 3.03, -1.41], [5.95, 3.87, -0.01], [5.20, 1.27, 0.15], [0.72, 2.41, -4.43], [-0.80, 2.46, -4.27], [-1.23, 1.13, -3.89], [1.16, 3.36, -4.67], [1.01, 1.59, -5.12], [1.18, 2.18, -3.47], [-1.39, 2.79, -5.09], [-1.06, 3.17, -3.45], [-0.78, 0.63, -3.22], [-5.56, 2.48, 2.31], [-5.55, 1.69, 0.97], [-4.30, 1.51, 0.32], [-4.64, 2.19, 2.92], [-6.56, 2.33, 2.78], [-5.44, 3.58, 2.23], [-6.26, 2.05, 0.24], [-5.86, 0.72, 1.31], [-4.07, 2.31, -0.19], [0.70, 3.19, -0.07], [-0.32, 2.04, 0.02], [0.32, 0.85, 0.42], [0.31, 4.05, -0.68], [1.65, 2.84, -0.51], [0.77, 3.69, 0.91], [-0.62, 1.76, -1.02], [-1.23, 2.31, 0.59], [0.78, 1.00, 1.30]],
  "mulliken_charge": [-0.73, -0.28, -0.13, 0.20, -1.34, -0.43, 0.23, 0.24, 0.28, 0.71, -0.31, 0.48, 0.00, 0.36, 0.46, 0.14, 0.23, -0.91, -0.19, -0.56, 1.22, -1.57, -0.73, 0.40, 0.34, 0.28, 0.03, 0.36, -0.28, 0.40, 0.34, 0.40, 0.25, 0.22, 0.01, -0.55, -1.23, 2.35, -1.55, -0.35, 0.73, -0.22, -0.19, 0.23, 0.49, -1.29, 0.36, 0.20, 0.44, 0.24, 0.36, -0.20, -0.35, 0.20, 0.51, -1.56, -0.13, -0.13, 0.40, 0.15, -0.14, 0.23, -0.21, 0.39, 0.38, 0.33, 0.24, 0.01, -0.12, -0.40, 0.37, 1.18, -2.07, 0.99, 0.18, 0.24, -0.16, 0.64, -0.59, -0.62, 0.36, 0.39, 0.42, -0.81, 0.17, -0.36, -0.61, -0.23, -0.04, 0.27, 0.40, 0.19, 0.12, 0.52, 0.04, -0.54, -0.30, 0.29, -0.50, 0.29, 0.32, 0.04, -0.12, 0.06, 0.30, -1.00, -0.23, -0.61, 0.07, 0.36, 0.37, 0.35, 0.33, 0.20, -0.94, -0.55, -0.48, 0.24, 0.17, 0.48, 0.34, 0.46, 0.08, -1.14, 0.09, -0.39, 0.44, 0.28, 0.12, 0.42, -0.10, 0.25, -1.10, -0.16, -0.05, 0.15, 0.39, 0.24, 0.27, 0.32, -0.11, -1.35, 0.83, 0.25, 0.30, 0.24, 0.32, -0.35, 0.02, -0.42]
}


{
  "formula": "C9H12NO",
  "method": "ωB97M-V with the def2-TZVPD basis set",
  "e_homo_ev": [-14.447, -14.447],
  "multiplicity": 1,
  "gap_ev": [9.3, 9.3],
  "e_lumo_ev": [-5.2, -5.2],
  "smiles": "CC[C@]12[N+](=O)[C@]3(C)[C@@H]4[C@@]1(C)[C@]423",
  "relative_energy_kcal_mol": 149.7,
  "charge": 1,
  "species": ["C", "C", "C", "N", "O", "C", "C", "C", "C", "C", "C", "H", "H", "H", "H", "H", "H", "H", "H", "H", "H", "H", "H"],
  "coordinates": [[-1.72, -0.40, -2.19], [-0.26, -0.36, -1.88], [0.02, -0.08, -0.38], [-0.19, -1.16, 0.57], [-0.48, -2.29, 0.32], [0.74, -0.63, 1.59], [0.91, -1.55, 2.74], [0.71, 0.83, 1.53], [0.23, 1.14, 0.24], [0.18, 2.42, -0.52], [1.50, -0.09, 0.32], [-2.20, -1.07, -1.57], [-1.72, -0.87, -3.17], [-2.12, 0.50, -2.49], [0.16, 0.37, -2.62], [0.27, -1.36, -2.03], [1.10, -2.57, 2.51], [-0.10, -1.54, 3.30], [1.73, -1.13, 3.52], [1.03, 1.46, 2.27], [-0.77, 2.85, -0.34], [0.19, 2.25, -1.60], [0.78, 3.29, -0.12]],
  "mulliken_charge": [-1.27, -0.48, 0.51, 0.68, -0.47, 0.93, -1.24, -0.63, 0.73, -1.45, -1.12, 0.43, 0.39, 0.38, 0.50, 0.38, 0.41, 0.34, 0.33, 0.56, 0.46, 0.28, 0.37]
}


{
  "formula": "C46H55AsKN3OS",
  "method": "ωB97M-V with the def2-TZVPD basis set",
  "e_homo_ev": -0.046,
  "multiplicity": 1,
  "gap_ev": 4.1,
  "e_lumo_ev": 4.0,
  "charge": -2,
  "species": ["K", "S", "C", "C", "C", "C", "C", "C", "As", "C", "C", "C", "C", "C", "C", "C", "C", "C", "C", "C", "C", "H", "H", "H", "H", "H", "H", "H", "H", "H", "H", "H", "H", "H", "H", "C", "C", "C", "C", "C", "C", "C", "C", "C", "C", "C", "C", "N", "C", "C", "N", "C", "C", "C", "C", "C", "C", "C", "C", "C", "C", "C", "C", "H", "H", "H", "H", "H", "H", "H", "H", "H", "H", "H", "H", "H", "H", "H", "H", "H", "H", "H", "H", "H", "H", "H", "H", "H", "H", "H", "H", "H", "H", "H", "H", "H", "H", "H", "H", "C", "C", "N", "O", "H", "H", "H", "H", "H"],
  "coordinates": [[-0.08, 0.07, 0.02], [-1.59, -0.56, 2.91], [-2.57, -1.91, 3.38], [-3.02, -2.07, 4.70], [-3.79, -3.15, 5.09], [-4.15, -4.13, 4.16], [-3.72, -4.00, 2.85], [-2.95, -2.91, 2.46], [-2.33, -2.62, 0.64], [-3.02, -4.28, -0.18], [-4.28, -4.22, -0.76], [-4.84, -5.33, -1.37], [-4.13, -6.53, -1.43], [-2.87, -6.59, -0.87], [-2.31, -5.48, -0.24], [-0.47, -3.19, 0.85], [0.04, -3.77, 2.01], [1.38, -4.12, 2.08], [2.23, -3.88, 1.01], [1.73, -3.30, -0.15], [0.38, -2.98, -0.23], [-2.75, -1.31, 5.43], [-4.12, -3.23, 6.12], [-4.76, -4.98, 4.46], [-3.99, -4.76, 2.12], [-4.84, -3.29, -0.74], [-5.83, -5.27, -1.82], [-4.56, -7.39, -1.92], [-2.30, -7.52, -0.91], [-1.33, -5.55, 0.19], [-0.61, -3.91, 2.86], [1.77, -4.54, 3.00], [3.29, -4.10, 1.09], [2.38, -3.06, -0.98], [0.01, -2.52, -1.14], [-1.81, 3.83, -2.30], [-1.43, 2.35, -2.30], [-2.51, 1.54, -1.57], [-1.17, 1.74, -3.66], [-1.78, 2.23, -4.79], [-1.62, 1.62, -6.04], [-0.92, 0.43, -6.07], [-0.28, -0.13, -4.95], [0.13, -1.59, -5.17], [1.48, -1.81, -5.87], [-0.06, -2.51, -3.96], [-0.25, 0.62, -3.72], [0.48, 0.39, -2.61], [1.69, -0.28, -2.69], [2.61, -0.36, -1.70], [2.53, 0.11, -0.39], [3.71, 0.13, 0.30], [4.96, 0.52, -0.27], [6.15, 0.35, 0.44], [6.16, -0.13, 1.73], [4.94, -0.36, 2.36], [3.73, -0.22, 1.69], [2.43, -0.36, 2.45], [2.51, -1.23, 3.71], [1.90, 1.03, 2.83], [5.03, 1.33, -1.56], [5.51, 2.76, -1.26], [5.90, 0.70, -2.64], [-1.87, 4.18, -1.27], [-2.78, 4.00, -2.77], [-1.07, 4.43, -2.84], [-0.50, 2.24, -1.76], [-3.47, 1.66, -2.07], [-2.60, 1.85, -0.53], [-2.28, 0.47, -1.59], [-2.42, 3.11, -4.71], [-2.10, 2.01, -6.93], [-0.89, -0.14, -6.99], [-0.60, -1.95, -5.90], [2.34, -1.55, -5.25], [1.53, -1.22, -6.78], [1.59, -2.87, -6.15], [0.75, -2.42, -3.24], [-0.09, -3.55, -4.29], [-0.99, -2.28, -3.45], [1.99, -0.72, -3.62], [3.52, -0.91, -1.97], [7.09, 0.63, -0.03], [7.09, -0.27, 2.27], [4.93, -0.68, 3.39], [1.68, -0.83, 1.80], [3.08, -0.73, 4.50], [2.98, -2.19, 3.51], [1.50, -1.40, 4.09], [2.58, 1.49, 3.55], [0.90, 0.96, 3.27], [1.86, 1.67, 1.95], [4.02, 1.41, -1.96], [6.54, 2.77, -0.91], [4.89, 3.22, -0.49], [5.45, 3.38, -2.16], [6.93, 0.58, -2.30], [5.92, 1.32, -3.54], [5.52, -0.29, -2.91], [0.64, 4.86, 0.86], [0.61, 3.40, 0.47], [1.66, 2.95, -0.24], [-0.34, 2.69, 0.77], [1.63, 5.30, 0.80], [0.25, 4.95, 1.88], [-0.03, 5.40, 0.20], [2.46, 3.54, -0.39], [1.76, 1.96, -0.50]],
  "mulliken_charge": [0.65, -0.41, 0.65, -0.72, -0.48, -0.75, -0.31, -0.62, 0.68, -0.36, -0.39, -0.55, -0.41, -0.73, 0.23, 0.38, -0.44, -0.77, -0.74, 0.30, -1.22, 0.38, 0.32, 0.37, 0.29, 0.36, 0.37, 0.35, 0.38, 0.42, 0.35, 0.40, 0.29, 0.28, 0.91, -2.09, 3.81, -1.39, -0.53, -0.06, -1.59, -0.33, 0.15, 0.29, -1.52, -1.37, 0.29, 0.93, -0.52, -1.56, 2.38, -0.43, 0.08, -0.02, -1.71, -0.44, -0.16, 4.14, -2.26, -1.11, 1.19, -1.63, -1.69, 0.43, 0.43, 0.40, -1.61, 0.38, 0.30, 0.20, 0.23, 0.31, 0.35, 0.70, 0.25, 0.33, 0.39, 0.06, 0.49, 0.28, -0.71, -0.06, 0.25, 0.35, 0.29, -1.78, 0.52, 0.47, 0.31, 0.36, 0.29, -0.02, -0.11, 0.34, 0.36, 0.42, 0.27, 0.42, 0.35, -1.55, 0.73, 0.35, -0.62, 0.40, 0.33, 0.26, 0.12, -0.60]
}


{
  "formula": "C2H3N3",
  "method": "ωB97M-V with the def2-TZVPD basis set",
  "e_homo_ev": -10.188,
  "multiplicity": 1,
  "gap_ev": 11.1,
  "e_lumo_ev": 0.9,
  "smiles": "c1nc[nH]n1",
  "relative_energy_kcal_mol": 5.4,
  "species": ["C", "N", "C", "N", "N", "H", "H", "H"],
  "coordinates": [[1.23, 0.07, 0.04], [0.53, -1.07, -0.15], [-0.70, -0.66, -0.13], [-0.74, 0.67, 0.03], [0.52, 1.18, 0.15], [2.26, -0.17, 0.23], [-1.57, -1.30, -0.21], [-1.54, 1.28, 0.04]],
  "mulliken_charge": [-0.03, -0.51, 0.00, 0.20, -0.65, 0.39, 0.39, 0.21]
}


{
  "formula": "C5H8O3",
  "method": "ωB97M-V with the def2-TZVPD basis set",
  "e_homo_ev": -9.899,
  "multiplicity": 1,
  "gap_ev": 10.8,
  "e_lumo_ev": 0.9,
  "smiles": "OC[C@@H]1O[C@@H]1[C@@H]1CO1",
  "relative_energy_kcal_mol": 128.3,
  "species": ["O", "C", "C", "O", "C", "C", "C", "O", "H", "H", "H", "H", "H", "H", "H", "H"],
  "coordinates": [[-0.11, -2.12, -0.14], [-0.77, -1.19, 0.83], [0.00, -0.12, 1.59], [-0.46, 1.22, 1.32], [0.79, 0.79, 0.71], [0.76, 0.46, -0.78], [0.25, 1.35, -1.89], [-0.31, -0.04, -1.43], [-0.70, -1.92, -1.07], [-1.19, -1.70, 1.70], [-1.44, -0.59, 0.10], [0.47, -0.34, 2.52], [1.65, 1.26, 1.29], [1.67, -0.21, -1.00], [0.79, 1.13, -2.90], [-0.33, 2.21, -1.48]],
  "mulliken_charge": [-0.56, -0.82, 0.12, -0.46, -0.50, 0.33, -0.41, -0.50, 0.42, 0.33, 0.43, 0.48, 0.40, 0.20, 0.25, 0.29]
}